(1)
{
  "formula": "C7H9FO2S",
  "method": "ωB97M-V/def2-TZVPD",
  "e_lumo_ev": 0.8,
  "gap_ev": 9.674,
  "e_tot_ev": -25050.374,
  "relative_energy_kcal_mol": 0.0,
  "species": ["H", "C", "H", "H", "C", "C", "H", "H", "H", "O", "C", "C", "O", "C", "H", "H", "C", "H", "F", "S"],
  "positions_angstrom": [[2.5950, -1.2700, 1.6415], [2.0639, -0.7564, 0.8398], [-3.4260, 0.7565, -1.2253], [-4.1392, -0.0172, 0.4088], [1.5056, 0.4335, 1.0296], [-3.2668, 0.6772, -0.0395], [-3.2003, 1.6282, 0.4479], [2.7585, -2.1152, -0.7265], [1.0365, 1.4198, -2.2172], [-1.9116, -1.6678, 0.3711], [2.3585, -1.1857, -0.4906], [1.9788, -0.3970, -1.6228], [-1.6240, 0.2041, 1.9486], [1.3511, 0.8537, -1.3598], [-1.6581, -2.0787, 1.1515], [1.2665, 0.7949, 1.9444], [1.1202, 1.1745, -0.0854], [2.2722, -0.7269, -2.6615], [0.4811, 2.3363, 0.0909], [-1.5619, -0.0640, 0.5542]],
  "mulliken_charge": [0.37, -0.42, 0.28, 0.25, -0.37, -0.86, 0.31, 0.45, 0.43, -0.49, -0.54, -0.40, -0.59, -0.30, 0.30, 0.54, 0.30, 0.31, -0.38, 0.79]
}

---

(2)
{
  "formula": "C7H9IN2O6Ti",
  "method": "ωB97M-V/def2-TZVPD",
  "e_lumo_ev": [4.9, 4.9],
  "gap_ev": [4.803, 6.846],
  "spin_multiplicity": 3,
  "s_squared": 2.03,
  "e_tot_ev": -53885.955,
  "total_charge": -2,
  "species": ["H", "H", "H", "C", "O", "H", "I", "H", "C", "Ti", "H", "C", "O", "C", "H", "N", "O", "O", "N", "O", "C", "H", "C", "C", "H", "O"],
  "positions_angstrom": [[-0.3572, 2.9409, 1.4563], [-1.7258, 2.5262, 0.4568], [3.7243, 2.3901, -2.6810], [-0.4403, -1.8779, -2.0106], [-2.2954, -1.7700, 2.5611], [-0.2283, -1.5323, -3.0237], [2.6025, -1.4393, -0.7854], [-0.5894, -2.9599, -1.9832], [0.1359, 2.3256, -0.5494], [-0.1011, -0.7293, -0.2994], [-0.8982, 4.0732, 0.1978], [-0.7569, 3.0149, 0.4378], [0.5273, 0.0325, 1.5295], [-0.4280, -0.1788, 2.3745], [2.8947, 3.9043, 0.0991], [-0.1993, 1.0857, -1.0011], [-1.4306, 0.5671, -0.4789], [-0.7746, -2.0729, 0.9171], [2.0020, 2.3505, -1.9922], [-0.7123, 0.4535, 3.3723], [-1.2940, -1.4496, 1.9727], [2.0079, 4.9667, -0.9747], [1.8993, 4.1194, -0.2912], [1.3532, 2.9053, -0.9943], [1.2611, 4.4154, 0.5358], [3.2356, 3.0586, -2.1969]],
  "mulliken_spin": [0.03, 0.00, 0.00, 0.79, 0.00, 0.03, 0.05, 0.03, 0.30, 0.32, 0.01, 0.00, -0.01, 0.01, 0.00, 0.05, 0.01, 0.00, 0.34, 0.00, -0.01, 0.00, -0.01, 0.04, -0.01, 0.02]
}